[1]
Molecular formula: C4H6N2
Method: DFT, wB97M-V/def2-TZVPD

Computed properties:
Orbital gap   7.14 eV
E_tot   -265.3675 hartree
HOMO   -0.277 hartree
SMILES string   Cc1c[nH]cn1
F_max   0.0444 Eh/bohr
Energy above the lowest of the compared OMol25 structures with the same formula, charge and spin   441.3 kJ/mol

```
! RIJCOSX wB97M-V def2-TZVPD def2/J DEFGRID3
* xyz 0 1
C -1.893 -0.441 0.163
C -0.420 -0.180 0.182
C 0.151 1.157 -0.038
N 1.366 0.636 -0.811
C 1.627 -0.459 -0.147
N 0.522 -1.136 0.250
H -2.403 0.123 0.951
H -2.143 -1.502 0.231
H -2.287 -0.040 -0.785
H 0.797 1.161 0.913
H 2.050 1.304 -1.129
H 2.633 -0.622 0.221
*
```

---

[2]
Molecular formula: C4H6N2
Method: DFT, wB97M-V/def2-TZVPD

Computed properties:
Orbital gap   7.58 eV
E_tot   -265.4185 hartree
HOMO   -0.252 hartree
F_max   0.0224 Eh/bohr
Energy above the lowest of the compared OMol25 structures with the same formula, charge and spin   307.3 kJ/mol

```
! RIJCOSX wB97M-V def2-TZVPD def2/J DEFGRID3
* xyz 0 1
C -1.783 -0.261 -0.378
C -0.451 -0.182 -0.220
C 0.708 -0.986 -0.348
C 1.770 -0.264 0.191
N 1.523 0.943 0.689
N 0.081 1.055 0.439
H -2.457 0.579 -0.306
H -2.224 -1.174 -0.737
H -0.510 1.093 1.290
H 0.735 -1.979 -0.770
H 2.803 -0.604 0.237
H -0.085 1.901 -0.108
*
```

---

[3]
Molecular formula: C4H6N2
Method: DFT, wB97M-V/def2-TZVPD

Computed properties:
Orbital gap   9.52 eV
E_tot   -265.3452 hartree
HOMO   -0.330 hartree
SMILES string   CC#C/C=N\N
F_max   0.1009 Eh/bohr
Energy above the lowest of the compared OMol25 structures with the same formula, charge and spin   499.9 kJ/mol

```
! RIJCOSX wB97M-V def2-TZVPD def2/J DEFGRID3
* xyz 0 1
C 2.370 0.212 0.036
C 1.075 -0.522 -0.318
C -0.104 -0.806 -0.217
C -1.426 -1.274 0.013
H 2.893 0.961 -0.807
H 3.039 -0.645 0.016
H 2.405 0.988 0.895
H -1.752 -2.364 0.094
H -2.869 1.505 0.531
H -1.206 1.294 0.102
N -2.284 -0.339 -0.043
N -2.141 0.989 -0.301
*
```

---

[4]
Molecular formula: C4H6N2
Method: DFT, wB97M-V/def2-TZVPD

Computed properties:
Orbital gap   9.67 eV
E_tot   -265.4703 hartree
HOMO   -0.323 hartree
SMILES string   Cc1ccn[nH]1
F_max   0.0143 Eh/bohr
Energy above the lowest of the compared OMol25 structures with the same formula, charge and spin   171.3 kJ/mol

```
! RIJCOSX wB97M-V def2-TZVPD def2/J DEFGRID3
* xyz 0 1
C -1.572 -0.215 -0.167
C -0.279 -0.131 0.593
C 0.795 -0.952 0.292
C 1.788 -0.063 -0.150
N 1.434 1.210 0.008
N 0.215 1.135 0.555
H -2.362 0.456 0.173
H -1.203 0.168 -1.133
H -1.936 -1.229 -0.324
H 0.808 -2.034 0.276
H 2.679 -0.302 -0.713
H -0.367 1.957 0.591
*
```

---

[5]
Molecular formula: C4H6N2
Method: DFT, wB97M-V/def2-TZVPD

Computed properties:
Orbital gap   9.23 eV
E_tot   -265.3176 hartree
HOMO   -0.321 hartree
F_max   0.0222 Eh/bohr
Energy above the lowest of the compared OMol25 structures with the same formula, charge and spin   572.2 kJ/mol

```
! RIJCOSX wB97M-V def2-TZVPD def2/J DEFGRID3
* xyz 0 1
N 2.932 -0.516 -1.085
C 1.978 -0.400 -0.441
C 0.754 -0.289 0.370
C 0.162 1.133 0.302
C -1.364 0.124 -0.218
N -0.402 -0.975 -0.238
H 0.981 -0.720 1.357
H -1.044 0.770 0.755
H 0.130 1.691 1.254
H -1.617 0.626 -1.151
H -2.301 -0.179 0.282
H -0.209 -1.267 -1.189
*
```

---

[6]
Molecular formula: C4H6N2
Method: DFT, wB97M-V/def2-TZVPD

Computed properties:
Orbital gap   10.55 eV
E_tot   -265.3609 hartree
HOMO   -0.348 hartree
SMILES string   C=NN=C.C#C
F_max   0.0423 Eh/bohr
Energy above the lowest of the compared OMol25 structures with the same formula, charge and spin   458.5 kJ/mol

```
! RIJCOSX wB97M-V def2-TZVPD def2/J DEFGRID3
* xyz 0 1
C 2.954 1.940 -0.187
C 1.801 2.242 -0.117
C -0.045 -1.334 1.142
C -2.045 -0.377 -1.081
N -0.850 -0.246 -0.698
N -0.388 -0.308 0.495
H 3.958 1.650 -0.277
H 0.805 2.560 -0.043
H -0.183 -2.348 0.771
H 0.414 -1.203 2.105
H -2.855 -0.659 -0.410
H -2.274 -0.168 -2.111
*
```

---

Q: What is the formula in the fourth record?
A: C4H6N2

---

Q: What is the HOMO in the fifth record?
A: -0.321 hartree

---

Q: Which value of E_tot does entry 1 give?
A: -265.3675 hartree